No. 1
120
Properties=species:S:1:pos:R:3:lowdin_charge:R:1 method="wB97M-V/def2-TZVPD" e_tot_ha=-3056.9852 e_above_lowest_kcal_mol=484.55 e_homo_ev=-9.857 largest_force_ev_per_a=14.8 charge=0
H -1.071 0.202 1.667 -0.15
H -2.242 -0.605 1.367 0.09
O -1.883 0.202 1.939 -0.04
H -4.940 -1.245 3.952 -0.01
H -3.770 -0.619 3.049 0.07
O -4.756 -0.963 3.090 -0.08
H -0.542 -3.873 0.831 -0.06
H 0.781 -3.538 0.825 0.00
O 0.188 -4.099 0.359 0.01
H -5.159 2.629 -2.250 -0.07
H -4.895 1.197 -2.516 -0.01
O -5.440 1.971 -2.740 -0.01
H 2.776 -4.701 -1.557 0.00
H 3.218 -5.096 -0.295 0.06
O 3.539 -5.175 -1.241 -0.07
H -0.371 -0.971 -0.410 -0.08
O -0.126 -0.411 0.191 -0.05
H 4.717 -3.565 1.631 -0.05
O 4.303 -3.567 2.402 -0.05
H 2.626 3.773 -2.900 0.05
H 3.092 3.532 -1.428 0.07
O 2.299 3.599 -2.026 -0.10
H -2.985 -1.602 -2.174 0.03
H -2.022 -2.462 -1.498 0.00
O -2.520 -1.659 -1.300 -0.08
H -3.721 0.195 -4.927 0.04
H -3.471 -1.265 -4.584 0.13
O -3.282 -0.286 -4.230 -0.09
H 1.408 2.255 1.336 -0.01
H 1.587 0.809 0.735 0.07
O 1.250 1.332 1.534 -0.06
H 0.958 3.479 -0.407 0.03
O 1.751 3.548 0.135 -0.12
H -2.110 3.478 -1.439 -0.08
H -1.309 3.526 -0.053 0.09
O -1.724 3.948 -0.840 0.01
H 1.770 1.204 5.166 0.09
H 0.748 1.411 3.986 -0.02
O 0.889 0.898 4.769 -0.08
H -5.394 2.316 2.786 0.01
H -5.158 1.970 1.292 0.03
O -5.043 2.619 1.990 -0.02
H 0.946 1.771 -5.708 -0.05
H 0.559 0.743 -6.697 0.00
O 0.898 0.910 -5.876 0.06
H 3.319 1.212 -0.118 0.00
H 3.253 2.533 0.370 0.01
O 3.858 1.980 -0.141 -0.04
H 0.851 5.311 3.054 0.07
H 2.097 6.169 2.225 0.06
O 1.545 6.161 3.057 -0.15
H 5.854 -0.596 -2.394 -0.05
O 5.470 -1.379 -2.305 -0.03
H 0.387 -1.035 1.823 0.04
H 0.499 -0.824 3.466 0.10
O 0.127 -1.476 2.719 -0.15
H -2.366 -4.510 -3.799 0.00
O -2.247 -4.786 -2.913 -0.06
H 2.226 -1.885 -1.590 0.07
H 3.492 -1.064 -1.303 0.04
O 2.812 -1.151 -2.018 -0.10
H -4.382 5.202 0.445 0.03
H -3.068 5.011 -0.229 -0.03
O -3.629 5.724 0.125 -0.08
H 1.644 4.213 3.542 -0.03
H 1.326 4.306 4.848 0.03
O 1.589 3.626 4.278 0.00
H 1.750 -2.797 3.742 0.04
H 1.573 -2.816 2.170 0.02
O 2.123 -3.107 2.930 -0.08
H 1.446 -2.471 -5.168 0.06
H 2.920 -2.332 -4.672 -0.12
O 2.146 -2.514 -4.516 0.07
H -0.905 5.607 1.325 0.12
H -0.993 4.771 2.714 -0.03
O -0.551 4.979 2.008 0.02
H 0.253 -2.744 -3.018 0.09
H -0.417 -3.274 -1.643 0.08
O 0.029 -2.405 -2.060 -0.14
H 4.353 2.020 -2.320 0.01
H 4.053 0.599 -2.368 -0.04
O 4.743 1.184 -2.181 -0.03
H 0.831 2.160 -2.548 0.11
H -0.443 1.263 -2.244 0.05
O 0.147 1.844 -1.756 -0.11
H -1.785 1.830 4.558 0.02
H -2.274 0.886 5.623 0.00
O -2.531 1.632 5.129 -0.03
H -5.271 -0.982 -1.338 0.04
O -4.826 -1.168 -2.140 -0.07
H 4.676 -1.032 1.518 0.02
H 3.532 -1.548 1.855 0.02
O 4.301 -1.228 2.367 -0.05
H 6.013 -2.163 -1.937 0.14
H -0.207 0.628 0.069 0.12
H -2.117 -5.785 -3.124 0.11
H 4.853 -4.170 2.986 0.10
H 1.627 4.473 0.651 0.15
H -4.524 -0.313 -2.599 0.03
O 0.693 -5.564 3.813 -0.07
H 1.504 -5.787 3.313 0.05
H 0.514 -4.700 3.453 -0.02
O -3.706 2.237 -1.128 -0.01
H -2.904 1.534 -1.281 0.17
H -3.720 2.180 -0.275 -0.06
O 4.565 0.033 -4.364 -0.08
H 4.453 -0.629 -3.614 0.01
H 3.706 0.310 -4.650 0.01
O -1.894 -2.787 4.766 -0.03
H -1.442 -1.967 4.857 0.00
H -1.242 -3.414 4.435 0.02
O -3.195 -4.653 0.584 -0.02
H -3.037 -4.826 -0.263 -0.05
H -2.990 -5.560 0.988 0.12
O -2.000 -2.879 1.522 -0.14
H -2.862 -3.309 1.926 0.12
H -2.257 -2.254 0.779 0.03
O 0.152 3.841 -3.466 -0.11
H 0.653 2.941 -3.718 0.07
H -0.540 3.673 -2.769 0.03

***

No. 2
120
Properties=species:S:1:pos:R:3:lowdin_charge:R:1 method="wB97M-V/def2-TZVPD" e_tot_ha=-3056.7277 e_above_lowest_kcal_mol=360.59 spin_multiplicity=2 e_homo_ev="-12.594 / -12.594" largest_force_ev_per_a=14.4 s2=0.76 charge=+1
H 3.331 1.318 3.488 -0.01
H 2.973 2.652 3.104 -0.05
O 3.672 2.049 3.007 0.00
H -0.162 -0.303 -3.552 0.07
H 0.245 -1.200 -4.890 -0.02
O -0.076 -1.297 -4.017 -0.12
H -2.522 -1.047 -4.718 0.00
H -3.671 -0.110 -5.383 0.11
O -3.369 -0.639 -4.537 -0.09
H 5.360 -4.345 -0.493 0.13
H 5.593 -2.969 0.377 -0.09
O 5.067 -3.436 -0.083 0.00
H 1.334 2.110 -1.130 -0.04
H 1.879 1.587 0.055 -0.03
O 1.894 2.356 -0.467 0.01
H 1.638 6.412 1.217 0.06
O 1.102 5.630 1.199 -0.01
H -5.001 -3.586 -0.690 0.08
O -4.137 -3.396 -1.186 -0.12
H 2.878 4.063 1.909 0.08
H 1.711 3.711 2.602 0.05
O 2.482 4.336 2.772 -0.08
H 0.265 -1.717 5.859 0.10
H -0.114 -1.043 4.512 0.04
O 0.614 -1.153 5.119 -0.06
H -3.103 -0.590 -1.567 0.11
H -1.946 -0.353 -0.663 -0.04
O -2.124 -0.878 -1.427 -0.07
H -1.086 2.978 2.414 0.00
H -0.772 2.041 1.231 0.02
O -0.325 2.669 1.908 -0.11
H -4.499 3.724 -1.435 0.05
O -3.791 3.799 -0.799 -0.06
H -3.301 3.379 2.938 0.14
H -3.233 2.775 1.428 -0.06
O -2.846 2.872 2.204 -0.03
H 2.354 5.067 -1.543 0.07
H 2.321 3.849 -2.489 0.00
O 2.086 4.810 -2.472 -0.10
H 2.979 -0.527 0.766 0.06
H 4.176 0.566 0.788 0.08
O 3.316 0.317 0.195 -0.18
H -4.800 -0.200 5.103 -0.06
H -3.324 -0.502 5.599 0.09
O -4.148 -0.759 5.090 0.01
H 1.148 -4.333 0.374 0.02
H 0.235 -3.755 1.257 0.01
O 0.981 -4.387 1.322 0.04
H -2.140 -3.792 1.909 0.04
H -1.442 -2.783 2.835 0.09
O -1.477 -3.058 1.889 -0.07
H -3.941 -0.300 2.619 -0.02
O -3.845 0.608 2.443 -0.04
H 2.324 -2.462 2.007 0.07
H 1.943 -0.995 2.446 0.04
O 2.631 -1.557 2.131 -0.02
H 0.292 -2.572 -0.613 0.15
O 1.171 -3.030 -0.859 0.12
H -0.051 4.139 -0.265 0.13
H -0.507 4.330 -1.714 0.03
O -0.937 4.119 -0.902 -0.10
H -1.685 2.283 -0.414 0.05
H -2.818 1.420 0.134 0.09
O -1.836 1.452 0.116 -0.08
H -2.025 -5.229 0.145 -0.12
H -1.017 -6.059 0.994 0.05
O -1.859 -5.928 0.570 0.06
H 1.002 -3.587 -4.868 0.05
H -0.026 -3.165 -6.084 0.02
O 0.764 -3.023 -5.634 -0.03
H -1.229 1.189 -1.821 0.04
H -1.214 0.546 -3.243 0.04
O -0.772 1.316 -2.745 -0.13
H 3.342 -1.823 -2.081 0.09
H 2.568 -0.793 -2.605 0.09
O 2.436 -1.773 -2.533 -0.02
H 1.492 1.818 5.479 -0.02
H 0.696 0.906 6.451 0.08
O 0.673 1.464 5.626 -0.04
H -3.293 -2.443 1.154 0.02
H -4.850 -2.065 1.003 0.16
O -3.864 -1.757 0.706 -0.13
H -1.861 5.369 0.493 0.03
H -1.565 6.147 1.726 0.00
O -2.332 5.954 1.199 -0.09
H -4.658 -3.765 3.638 -0.06
H -4.098 -4.693 2.561 0.12
O -4.110 -3.774 2.990 0.02
H 4.386 0.131 -2.646 -0.07
O 4.827 -0.520 -2.324 0.00
H 2.287 -3.520 -2.936 -0.03
H 2.068 -4.339 -1.902 -0.05
O 2.322 -4.420 -2.754 0.09
H -3.258 0.854 3.154 0.02
H 1.057 5.185 1.980 -0.05
H 2.009 -2.538 -0.867 0.08
H -3.749 -2.577 -0.721 0.00
H -3.120 4.471 -1.143 0.07
H 4.916 -1.308 -3.039 0.17
O 0.249 -0.804 0.556 -0.01
H 0.035 -0.615 -0.323 -0.01
H 0.799 -0.091 0.953 0.06
O 5.685 1.093 0.337 0.05
H 5.840 0.213 -0.124 0.11
H 5.187 1.706 0.107 -0.09
O 3.043 -0.695 4.474 -0.08
H 2.927 -1.237 3.692 -0.04
H 2.173 -0.269 4.664 0.00
O -3.275 1.925 -2.635 -0.13
H -3.062 2.886 -2.359 0.05
H -3.741 1.742 -3.525 0.09
O 2.105 2.718 -3.950 -0.15
H 2.066 3.713 -4.233 0.11
H 1.065 2.723 -3.713 0.11
O 2.037 0.148 -4.863 -0.10
H 2.226 1.069 -5.248 0.08
H 1.411 0.573 -4.217 0.01
O -1.963 -4.650 -2.618 0.04
H -2.669 -4.195 -2.409 -0.09
H -1.047 -4.548 -2.548 0.00

***

No. 3
120
Properties=species:S:1:pos:R:3:lowdin_charge:R:1 method="wB97M-V/def2-TZVPD" e_tot_ha=-3057.0583 e_above_lowest_kcal_mol=153.09 spin_multiplicity=2 e_homo_ev="-12.328 / -12.328" largest_force_ev_per_a=3.0 s2=0.76 charge=+1
H -4.605 0.663 -3.344 0.04
H -6.128 0.310 -3.059 0.06
O -5.320 0.672 -2.697 -0.03
H -1.317 -6.375 1.314 0.06
H 0.156 -6.786 1.261 0.06
O -0.479 -6.174 0.874 -0.03
H 2.612 -0.766 4.419 0.02
H 3.204 -1.561 5.667 0.05
O 2.432 -1.445 5.110 -0.07
H -3.068 2.961 -4.129 0.03
H -4.115 3.187 -3.186 0.03
O -3.736 3.642 -3.954 -0.05
H 1.617 0.339 -1.816 0.06
H 2.674 -0.564 -2.101 0.04
O 2.587 0.334 -1.759 -0.06
H 1.445 0.541 3.531 0.05
O 1.992 -0.041 2.996 -0.07
H -2.511 2.805 1.972 0.03
O -2.737 1.866 2.072 -0.08
H -2.534 -2.063 -1.553 0.03
H -1.508 -2.787 -2.643 0.03
O -1.685 -2.097 -1.996 -0.05
H -2.144 3.212 5.812 0.04
H -1.735 2.038 4.824 -0.01
O -1.933 2.281 5.728 -0.04
H -5.118 1.027 -0.658 0.03
H -6.155 0.576 0.379 0.07
O -5.229 0.838 0.289 -0.04
H -1.150 3.512 -0.222 0.02
H -1.125 4.087 1.350 0.01
O -1.522 3.478 0.690 -0.11
H -2.115 -0.012 -3.656 0.05
O -1.265 0.374 -3.420 -0.06
H -2.928 0.003 -0.840 0.03
H -1.573 -0.173 -0.196 -0.01
O -2.204 0.570 -0.534 -0.10
H 0.217 -4.648 3.252 0.09
H -0.888 -5.200 4.302 0.13
O -0.720 -4.534 3.608 0.20
H 2.618 2.396 -4.321 0.04
H 3.129 3.533 -3.506 0.04
O 3.040 2.574 -3.472 -0.05
H -0.311 -0.376 2.659 0.03
H -1.751 0.497 2.457 0.01
O -1.059 0.098 3.031 -0.07
H -1.452 -4.543 -4.991 0.05
H -0.263 -4.890 -4.190 0.03
O -1.041 -4.319 -4.143 -0.07
H -0.414 1.962 3.228 0.02
H 0.528 2.740 2.549 0.05
O 0.177 2.724 3.457 -0.06
H -0.341 0.981 0.735 0.01
O 0.557 1.228 0.502 -0.05
H -1.869 -4.438 0.246 0.00
H -2.562 -3.043 0.666 0.02
O -2.494 -3.754 0.015 -0.03
H -0.776 -1.894 -0.245 0.04
O -0.506 -1.111 0.246 -0.04
H 4.313 4.979 -0.720 0.02
H 4.649 4.094 -1.743 0.02
O 4.860 4.174 -0.802 -0.08
H -1.370 -2.132 4.662 -0.02
H -2.249 -0.878 4.657 0.04
O -2.142 -1.744 5.074 -0.04
H 0.429 3.909 -4.456 0.06
H 0.121 3.367 -3.123 0.03
O 0.718 4.016 -3.536 -0.08
H -4.286 -0.496 0.875 0.01
H -2.865 -0.600 1.117 -0.01
O -3.603 -1.203 1.008 -0.08
H -0.743 5.207 -1.952 0.07
H -1.759 4.457 -2.500 0.05
O -1.224 4.404 -1.689 -0.06
H 4.814 -1.747 -0.448 0.04
H 4.502 -1.522 -1.952 0.02
O 4.682 -2.245 -1.272 -0.10
H 1.918 3.681 -1.566 0.01
H 1.383 2.142 -1.504 0.02
O 1.218 3.065 -1.310 -0.08
H 6.737 1.989 -0.755 0.08
H 5.694 1.203 -0.177 0.05
O 5.766 1.958 -0.785 -0.06
H 0.748 0.652 -5.936 0.03
H -0.270 0.385 -4.950 -0.01
O -0.220 0.598 -5.908 -0.09
H -5.513 -1.409 2.089 0.02
H -6.075 -2.699 1.553 0.05
O -6.192 -1.746 1.497 -0.05
H 4.054 -3.710 -3.168 0.04
O 3.692 -3.295 -3.975 -0.05
H -1.156 3.966 3.510 0.03
H -2.039 5.305 3.021 0.08
O -1.275 4.733 2.894 -0.07
H 0.587 2.207 0.418 0.06
H 2.066 0.085 2.026 0.02
H 0.216 -0.499 0.005 0.05
H -2.868 1.524 1.167 0.01
H -1.331 0.629 -2.486 0.02
H 2.863 -3.145 -3.491 0.01
O 3.364 0.145 0.779 -0.07
H 3.567 -0.613 1.320 0.05
H 3.069 0.519 -0.073 0.04
O 0.207 -3.367 5.496 0.14
H 0.485 -2.441 5.695 0.11
H -0.749 -3.432 5.684 0.09
O 0.043 -5.404 -2.108 -0.05
H 0.871 -5.710 -1.708 0.05
H -0.383 -5.218 -1.259 0.01
O 2.013 -4.282 3.438 -0.05
H 1.701 -3.397 3.695 0.02
H 2.895 -4.164 3.817 0.08
O 1.939 -2.541 -1.286 -0.06
H 2.861 -2.287 -1.044 0.00
H 1.930 -3.382 -1.752 0.02
O 4.971 -0.049 -2.560 -0.07
H 5.122 0.835 -2.162 0.03
H 5.030 0.206 -3.500 0.09
O 2.303 5.483 -1.179 -0.06
H 1.934 5.012 -0.389 0.08
H 1.654 6.170 -0.929 0.08

***

No. 4
120
Properties=species:S:1:pos:R:3:lowdin_charge:R:1 method="wB97M-V/def2-TZVPD" e_tot_ha=-3056.9917 e_above_lowest_kcal_mol=194.88 spin_multiplicity=2 e_homo_ev="-12.683 / -12.683" largest_force_ev_per_a=6.2 s2=0.76 charge=+1
H 1.333 -3.049 4.303 0.05
H 2.148 -3.972 5.203 0.15
O 2.079 -3.801 4.153 -0.15
H -3.705 4.279 -0.492 0.08
H -3.591 5.023 0.614 0.01
O -4.338 4.611 0.206 -0.03
H 5.100 1.304 -0.240 0.04
H 3.607 1.372 0.378 -0.01
O 4.151 1.160 -0.368 -0.04
H -2.207 -2.741 -5.511 0.09
H -1.837 -3.103 -3.869 0.05
O -1.608 -2.664 -4.719 -0.08
H -0.783 -0.884 -2.168 0.04
H -0.826 -1.659 -0.728 -0.01
O -1.237 -0.957 -1.306 -0.08
H -2.395 -2.868 1.484 0.02
O -2.530 -3.785 1.713 -0.05
H 0.942 -2.224 -5.456 -0.02
O 1.154 -3.076 -5.193 0.00
H 2.470 4.467 -1.753 0.02
H 3.171 3.195 -1.119 -0.02
O 3.182 4.131 -1.204 -0.02
H 2.573 -4.166 2.430 0.01
H 3.036 -3.290 1.276 0.04
O 2.742 -4.199 1.457 -0.06
H 0.892 -1.664 0.354 0.04
H 0.583 -2.939 -0.665 0.09
O 0.323 -2.411 0.190 -0.09
H -5.827 -2.940 -2.218 0.05
H -4.563 -2.184 -2.389 0.01
O -5.421 -2.264 -2.793 -0.06
H -1.313 0.908 6.210 0.01
O -0.770 1.597 5.875 -0.06
H -0.306 3.718 -3.508 -0.01
H 0.032 4.845 -2.511 -0.02
O -0.097 4.632 -3.411 -0.02
H -0.635 0.284 2.454 0.03
H -1.762 1.177 3.101 0.02
O -0.882 0.916 3.145 0.03
H -0.971 2.882 -0.383 0.05
H -0.898 1.917 0.772 -0.02
O -1.085 2.808 0.576 -0.01
H -4.211 0.731 -4.777 0.05
H -3.878 2.271 -4.809 0.12
O -3.503 1.347 -4.736 -0.03
H 5.257 -3.138 -1.250 0.06
H 4.106 -2.205 -1.097 -0.01
O 4.777 -2.655 -0.560 -0.06
H 1.478 -1.058 -2.330 0.03
H 1.314 0.326 -1.686 -0.01
O 1.496 -0.569 -1.482 -0.07
H -0.439 1.111 -2.084 0.00
O 0.191 1.704 -2.416 -0.04
H 3.847 -4.893 -0.257 -0.01
H 2.801 -5.823 -0.625 0.05
O 3.621 -5.459 -1.000 -0.06
H 3.325 -0.858 -2.715 0.00
O 4.236 -0.853 -2.351 -0.10
H 2.071 1.315 0.851 0.05
H 1.389 2.389 1.703 0.00
O 2.091 1.772 1.722 -0.02
H -2.557 -0.381 0.767 0.06
H -1.067 -0.633 0.880 -0.01
O -1.846 -0.515 1.366 0.00
H -5.306 -0.691 2.959 0.04
H -4.762 -2.240 2.979 0.09
O -4.558 -1.261 3.054 -0.06
H -2.050 0.844 -4.822 -0.02
H -1.194 -0.364 -4.846 -0.03
O -1.104 0.562 -4.784 -0.05
H -4.800 1.245 -1.308 -0.01
H -5.525 0.075 -1.994 0.00
O -4.690 0.482 -1.884 -0.06
H -3.180 5.171 2.672 0.06
H -2.110 4.370 1.883 0.01
O -2.657 4.345 2.687 -0.07
H -2.684 -5.572 -0.936 0.02
H -2.457 -4.613 0.045 0.01
O -2.553 -4.633 -0.955 -0.09
H 6.502 0.069 -0.894 0.03
H 6.160 1.060 -2.035 0.04
O 6.716 0.905 -1.282 -0.02
H 1.173 -0.231 6.050 0.05
H -0.015 -0.886 5.476 0.00
O 0.689 -1.077 6.051 0.06
H 2.420 4.368 3.273 0.06
H 2.078 3.023 3.743 -0.01
O 1.644 3.840 3.475 -0.05
H 1.313 3.067 -5.008 0.09
O 1.485 2.405 -4.343 -0.05
H 1.963 0.661 -4.670 0.08
H 1.269 -0.666 -4.396 0.00
O 1.961 -0.133 -4.053 -0.05
H 0.338 1.643 -3.348 -0.03
H -1.771 -4.308 2.039 0.06
H 3.851 -0.444 -1.513 0.03
H 1.842 -3.251 -4.601 0.00
H -1.308 2.435 5.598 0.14
H 2.212 2.700 -3.765 0.10
O 0.433 6.158 -0.496 -0.05
H 0.478 6.865 0.141 0.03
H 1.388 5.916 -0.399 0.05
O -0.075 -3.116 3.079 -0.03
H -0.567 -2.320 3.077 0.02
H 0.312 -3.292 2.144 0.10
O 1.726 -3.314 -2.075 -0.01
H 2.614 -3.710 -2.068 0.07
H 0.939 -3.779 -2.022 0.02
O -4.116 2.026 0.149 -0.08
H -4.419 2.159 1.066 0.07
H -3.693 2.907 0.166 -0.01
O -3.047 -0.110 4.883 -0.01
H -2.772 0.557 4.306 -0.03
H -2.987 -0.919 4.371 0.02
O 1.282 -0.710 3.384 0.22
H 1.409 -1.566 3.846 0.07
H 1.288 0.156 3.885 0.06
O 1.762 1.489 4.918 -0.03
H 1.766 1.963 5.720 0.08
H 0.960 1.424 4.371 0.02

***

No. 5
13
Properties=species:S:1:pos:R:3:lowdin_charge:R:1 method="wB97M-V/def2-TZVPD" e_tot_ha=-494.4637 e_above_lowest_kcal_mol=56.04 e_homo_ev=-26.849 largest_force_ev_per_a=6.4 charge=+3
In -12.294 -21.211 16.312 1.66
O -11.660 -21.899 14.435 0.02
H -11.600 -21.654 13.511 0.17
H -10.845 -22.367 14.613 0.14
O -12.521 -23.273 15.804 -0.01
H -12.942 -23.640 15.027 0.13
H -12.054 -24.012 16.195 0.16
O -13.862 -21.962 15.086 0.00
H -14.621 -21.463 14.786 0.16
H -13.888 -22.770 14.574 0.13
O -12.375 -19.164 16.782 0.12
H -13.057 -18.734 17.298 0.16
H -11.732 -18.475 16.614 0.16